<a>
{
  "formula": "C2H12N4",
  "method": "ωB97M-V/def2-TZVPD",
  "molar_mass_da": 92.1,
  "charge": 0,
  "homo_ev": -8.8,
  "lumo_energy_ev": 0.99,
  "smiles": "NCN.NCN",
  "symbols": ["H", "H", "C", "H", "N", "H", "N", "H", "H", "H", "N", "H", "H", "H", "H", "H", "C", "N"],
  "positions_angstrom": [[-1.96, -3.13, 1.76], [-2.72, -2.05, -0.42], [-2.50, -1.17, 1.48], [-3.28, -0.53, -0.40], [-2.57, -1.13, 0.00], [-1.49, -0.86, 1.75], [1.68, 1.01, -0.67], [1.95, 2.92, -1.56], [1.72, 0.76, 0.30], [4.56, 1.87, -1.40], [3.66, 1.74, -1.84], [3.58, 0.74, -1.99], [0.71, 1.02, -0.94], [2.78, 2.67, -0.14], [-3.47, -3.00, 1.80], [-3.21, -0.45, 1.92], [2.50, 2.13, -1.07], [-2.65, -2.46, 2.08]],
  "mulliken_charge": [0.225, 0.200, -0.166, 0.212, -0.563, 0.198, -0.569, 0.257, 0.197, 0.226, -0.615, 0.238, 0.208, 0.222, 0.244, 0.291, -0.170, -0.636]
}

---

<b>
{
  "formula": "C2H12N4",
  "method": "ωB97M-V/def2-TZVPD",
  "molar_mass_da": 92.1,
  "charge": 0,
  "homo_ev": -8.6,
  "lumo_energy_ev": 1.04,
  "smiles": "NCN.NCN",
  "symbols": ["H", "H", "H", "H", "H", "H", "N", "H", "C", "H", "N", "H", "H", "H", "H", "N", "C", "N"],
  "positions_angstrom": [[2.35, 0.77, -0.41], [-2.24, 1.43, 0.91], [-4.76, 0.94, -0.08], [4.31, -0.18, 0.80], [-3.03, 0.03, 1.22], [-3.82, 0.95, -1.36], [4.06, -0.48, -0.15], [-0.94, 0.50, -0.58], [2.57, -0.26, -0.35], [-2.06, -0.44, -1.24], [1.67, -0.84, 0.73], [2.26, -0.48, -1.44], [4.48, -1.36, -0.35], [1.70, -0.44, 1.77], [1.73, -1.83, 0.91], [-1.69, -0.18, -0.32], [-2.75, 0.65, 0.33], [-3.84, 1.25, -0.39]],
  "mulliken_charge": [0.316, 0.253, 0.241, 0.221, 0.229, 0.240, -0.549, 0.204, -0.358, 0.225, -0.551, 0.282, 0.209, 0.229, 0.203, -0.527, -0.312, -0.556]
}

---

<c>
{
  "formula": "C2H12N4",
  "method": "ωB97M-V/def2-TZVPD",
  "molar_mass_da": 92.1,
  "charge": 0,
  "homo_ev": -9.0,
  "lumo_energy_ev": 0.77,
  "smiles": "NCN.NCN",
  "symbols": ["H", "H", "H", "C", "H", "N", "H", "H", "N", "N", "H", "H", "N", "H", "H", "H", "H", "C"],
  "positions_angstrom": [[2.78, -0.20, -0.73], [-0.01, -1.01, -1.29], [0.46, 2.18, -0.27], [-1.93, -1.27, -0.43], [-1.08, 0.29, -1.44], [0.48, 1.53, 0.49], [2.36, 1.33, 1.48], [-2.90, -1.14, -0.89], [-2.30, -1.16, 1.02], [-0.85, -0.57, -0.99], [2.67, 1.36, -1.21], [-1.43, -1.30, 1.65], [2.78, 0.78, -0.38], [-0.21, 0.87, 0.32], [-2.56, -0.16, 1.31], [1.46, -0.18, 1.05], [-1.48, -2.25, -0.40], [1.76, 0.90, 0.71]],
  "mulliken_charge": [0.226, 0.160, 0.219, -0.576, 0.236, -0.623, 0.253, 0.349, -0.630, -0.414, 0.227, 0.256, -0.592, 0.367, 0.251, 0.185, 0.372, -0.267]
}

---

Of all the structures shown, which is most stable? <a>, and <b> is the least stable.